(1)
Density functional theory data (ωB97M-V/def2-TZVPD) for an isolated molecule of C9H14O3S2 at a distorted geometry.

Results
- electronic energy (Ha) = -1373.27935
- energy relative to the best compared isomer or geometry (same formula, charge and spin) (eV) = 1.291
- HOMO-LUMO gap (spin up / spin down) (eV) = 7.5 / 6.6
- total charge = 0

```
28
Properties=species:S:1:pos:R:3:forces:R:3:nbo_charge:R:1
C 1.1934 1.7366 -0.8634 0.69 -2.44 -0.27 -0.5354
S -0.5702 1.6235 -0.5443 -1.38 0.56 -0.13 0.2445
H 2.9790 2.3353 -0.0724 -0.02 0.61 0.48 0.2159
H -1.4601 -0.8310 3.8360 -0.40 -1.71 0.47 0.2399
C 1.8715 1.4128 1.4505 -0.14 0.61 2.03 -0.4798
O -1.0970 0.0063 1.5448 0.16 -0.55 0.54 -0.3708
C 1.9485 2.3400 0.3173 -0.11 1.03 -2.76 -0.4545
H 0.0568 -1.3020 -3.7242 0.96 2.26 -0.25 0.2088
H 0.6148 -2.6342 -2.7971 3.08 -1.18 2.56 0.2056
H -0.1373 -2.7699 -4.2471 -0.54 -1.78 -1.74 0.2069
H 1.2022 2.3120 -1.8019 0.51 -0.22 0.35 0.2349
H -1.5553 -3.1484 -2.0165 -0.07 2.15 -0.37 0.2069
C -0.1150 -2.2525 -3.3530 -3.89 1.31 -0.44 -0.6251
O -1.4810 -0.9513 -1.8452 -0.84 -1.44 -0.07 -0.4947
H 1.6729 0.4279 1.0986 -0.43 -0.91 -0.03 0.2273
C -0.6288 0.5895 2.6207 -0.45 0.82 -0.60 0.2317
O -0.8102 -2.1970 -0.0244 -0.71 -0.12 -0.60 -0.6129
H -2.2572 -2.3254 -3.3824 -0.39 1.38 0.40 0.1972
C -1.4812 -2.1600 -2.6297 1.65 -3.32 0.09 -0.0949
C -1.1377 -1.1555 -0.5534 1.10 1.51 1.59 0.7248
H 2.8637 1.3637 1.9272 -0.74 0.13 0.64 0.2346
H 1.5368 3.3725 0.4504 0.75 -0.77 0.37 0.2292
C -1.0108 0.1462 0.1905 0.41 -0.38 -0.25 -0.1598
H -0.7156 0.5385 4.7073 0.96 -0.28 0.95 0.2322
H 1.6369 0.6411 -1.0028 -0.97 2.23 -0.26 0.2102
C -1.3249 0.2015 3.9122 -0.16 1.92 -1.24 -0.6711
H -2.2759 0.7267 4.1398 0.18 -0.34 -0.80 0.2306
S 0.4820 1.9529 2.6626 0.78 -1.09 -0.67 0.2179
```
Forces are in eV/Å.



(2)
Density functional theory data (ωB97M-V/def2-TZVPD) for a cluster of 12 separate species, C5H30NO13 in total at a distorted geometry.

Results
- electronic energy (Ha) = -1241.52225
- energy relative to the best compared isomer or geometry (same formula, charge and spin) (eV) = 0.000
- HOMO-LUMO gap (eV) = 8.0
- total charge = -1

```
49
Properties=species:S:1:pos:R:3:forces:R:3:nbo_charge:R:1
O -4.0058 2.3467 -1.0680 -0.78 0.19 -0.31 -0.9877
C -1.3470 -0.8152 -0.8160 0.16 0.52 1.00 -0.4156
H -1.9126 -1.7576 2.5935 -0.09 0.04 -0.13 0.5061
H -0.9062 -1.4468 -2.8868 0.40 0.55 -0.10 0.2096
H -3.9233 1.7382 -0.3319 0.45 0.15 -0.04 0.4648
H 0.5218 -0.1987 0.2573 0.18 -0.09 -0.17 0.1962
H 0.7712 2.2308 1.1831 -0.26 -0.34 -0.41 0.4016
O 2.8919 2.0368 -1.4381 -0.50 -0.15 0.09 -0.9550
H 3.1469 -1.1418 -1.0836 -0.14 0.46 0.20 0.5069
O 0.7235 1.5624 3.0696 1.23 -0.32 0.52 -0.9902
N 0.0224 2.4711 0.5467 0.83 0.83 0.07 -0.8775
H -1.8101 1.6140 -0.1382 0.13 0.75 -0.31 0.1747
H 2.0475 -0.9709 1.6666 0.21 0.17 0.04 0.4736
C 0.8066 -1.8862 -1.5740 1.08 0.62 0.18 0.8089
H -2.1377 0.6637 2.8335 0.06 0.19 -0.05 0.4685
O 0.2954 1.1201 -2.9808 -0.08 -0.13 0.16 -1.0239
O -1.5783 3.3496 -2.0271 0.16 -0.16 -0.04 -0.9711
H -0.0926 -4.3726 -0.2967 -0.10 0.40 -0.01 0.4980
H 0.0167 0.8219 -3.8512 0.12 0.03 -0.03 0.4635
O 1.5114 -1.3283 2.3781 -0.18 -0.46 -0.08 -0.9568
O -0.9857 -4.7074 -0.1260 0.05 -0.49 -0.07 -0.9779
H -0.3787 3.3043 0.9491 -0.78 -0.29 -0.19 0.3735
O 1.2157 -2.7300 -0.7374 -0.78 -0.24 -0.13 -0.7978
H 0.7297 0.3096 -2.5715 -0.12 0.34 -0.40 0.5111
H 2.8934 0.3046 0.7306 0.35 -0.01 -0.22 0.5052
O 3.3661 -1.1826 -0.1259 0.20 -0.48 -0.14 -1.0162
H -1.1217 -2.7060 -1.7575 0.03 -0.02 -0.03 0.2229
H 1.5016 1.1986 2.5703 -0.48 0.19 -0.34 0.5179
H 2.5012 1.7477 0.4688 0.45 -0.03 -0.15 0.4980
C -0.7653 1.4279 0.0629 -0.66 -0.63 0.47 -0.0291
H 2.9135 1.1083 -1.7117 0.13 0.04 -0.08 0.4854
O 1.5960 -1.0444 -2.1166 -0.32 -0.03 -0.35 -0.8234
H 1.9336 2.1912 -1.4144 0.05 0.21 -0.32 0.4859
H -1.2585 2.4686 -2.2963 0.10 0.06 -0.22 0.5092
H -1.7694 -1.4216 -0.0065 -0.19 -0.26 -0.31 0.2199
H 2.8245 -1.9835 0.0267 0.01 0.03 0.14 0.5034
H 1.0789 1.4560 3.9609 -0.46 0.09 0.21 0.4759
H -3.1717 2.7978 -1.2931 0.15 -0.33 0.30 0.5033
O -2.2879 -2.6302 2.3627 0.02 0.04 -0.03 -0.9865
C -0.6735 -1.7142 -1.8622 -0.45 -1.46 0.42 -0.5281
H -2.1501 -0.2399 -1.2814 -0.10 -0.13 0.05 0.2076
H 1.0763 -2.0593 1.9164 -0.17 0.00 0.19 0.4817
H -1.5233 -3.9333 0.0560 0.08 0.19 0.23 0.4755
C -0.4315 0.1569 -0.1053 0.36 0.25 -0.45 -0.2593
O 2.6623 1.1321 1.1974 -0.10 0.05 0.45 -1.0187
H -1.8504 -3.2508 2.9483 0.05 -0.12 0.00 0.4607
O -1.4789 -0.0282 2.7798 0.17 -0.33 0.28 -0.9956
H -0.5949 0.4020 2.7301 -0.47 -0.04 0.12 0.5215
H -0.8929 3.5886 -1.3906 0.01 0.13 0.02 0.4793
```
Forces are in eV/Å.



(3)
Density functional theory data (ωB97M-V/def2-TZVPD) for a structure of composition C22H17Cl2N6OPd.

Results
- electronic energy (Ha) = -2300.67183
- energy relative to the best compared isomer or geometry (same formula, charge and spin) (eV) = 0.960
- HOMO-LUMO gap (eV) = 6.0
- total charge = -1

```
49
Properties=species:S:1:pos:R:3:forces:R:3:nbo_charge:R:1
H -2.4252 1.3233 -0.6354 0.04 0.01 -0.01 0.2502
Cl 4.8328 -2.7917 0.2158 0.00 0.00 0.01 -0.0524
H -2.1502 5.2321 0.8090 -0.01 0.01 0.01 0.1986
H 5.5221 -1.9750 2.8089 0.00 0.00 0.00 0.2217
Pd 0.1138 0.2471 -0.4358 0.18 0.09 -0.16 0.3018
C 3.9810 -0.6721 3.4862 0.03 -0.02 -0.02 -0.1308
C -0.4272 -0.5764 -2.9529 0.00 -0.04 0.05 0.3405
Cl 4.7389 -0.4360 5.0514 0.00 0.00 0.01 -0.0719
N -1.9305 3.1555 0.3263 0.17 0.07 0.29 -0.4781
H 0.8042 -1.6446 -4.3366 0.00 0.00 0.01 0.1974
H 2.4868 0.9900 5.0611 -0.01 0.00 0.00 0.2151
C 2.1866 -0.2350 1.8973 -0.09 -0.14 0.07 0.0737
H -0.0735 2.4950 -1.8903 -0.02 0.05 -0.10 0.2126
H -2.2651 -1.1963 1.4762 0.00 0.02 0.02 0.1963
C 4.0121 -1.7179 1.3235 -0.03 -0.05 0.01 -0.2114
H -4.3764 2.6312 -1.5954 0.00 0.00 -0.01 0.4112
C 0.9051 1.4091 3.6874 0.01 0.00 0.00 -0.2702
H 2.3956 0.2643 -4.5995 0.00 0.00 0.00 0.2026
C 1.5391 0.3534 -3.9438 0.05 0.07 -0.01 -0.2119
C 1.3380 1.4841 -3.1916 0.09 0.00 0.00 -0.2638
H -0.4699 1.6813 2.0294 -0.01 -0.02 0.00 0.2200
C -2.2063 -1.8977 0.6510 -0.04 0.00 -0.02 0.0697
N -0.7166 0.5623 -2.2810 -0.24 -0.04 -0.20 -0.5142
H -2.7440 -3.6111 1.8194 0.00 0.00 0.00 0.2124
H -1.1196 -2.3998 -3.4510 0.01 -0.01 0.00 0.3776
H -4.3771 5.0651 -0.8084 0.01 0.00 -0.01 0.2051
C 2.7729 -1.1588 0.9009 0.09 0.16 -0.08 0.4622
C -2.4727 -3.2366 0.8425 -0.01 0.01 0.01 -0.3122
N -3.6991 3.0266 -0.9697 -0.06 -0.03 0.09 -0.5312
C -2.3642 -4.0787 -0.2627 0.01 0.00 -0.01 -0.1611
C 2.7652 -0.0262 3.1799 -0.03 0.00 -0.03 -0.0991
C -2.6476 2.3608 -0.4219 -0.04 -0.04 -0.16 0.1787
C -1.7317 -2.1731 -1.5679 0.02 0.04 0.01 0.3937
C 0.6427 -0.7110 -3.8109 -0.06 -0.07 0.00 -0.3049
C 2.0748 0.8196 4.0752 0.00 0.01 0.01 -0.1630
O 2.2294 -1.3862 -0.1927 -0.01 -0.11 0.02 -0.7033
C 0.4172 1.1762 2.3935 0.11 0.10 -0.02 0.0243
N -1.8644 -1.3607 -0.5241 0.02 -0.07 -0.04 -0.4778
H -1.8627 -4.1866 -2.3442 0.00 0.00 0.00 0.2014
C -3.6494 4.3268 -0.5208 0.07 0.00 -0.05 -0.1370
C -1.9901 -3.5519 -1.4755 -0.03 -0.01 0.00 -0.2890
H 0.3588 2.0651 4.3530 0.00 0.00 0.00 0.2060
H 2.0252 2.3187 -3.2329 0.00 0.00 0.01 0.2079
N -1.3253 -1.6619 -2.7968 0.01 0.00 0.04 -0.5815
C 0.2135 1.5594 -2.3554 -0.01 -0.03 0.37 -0.0691
N 1.0382 0.3870 1.5374 -0.04 0.05 -0.04 -0.4478
C 4.5857 -1.4902 2.5648 -0.02 0.01 0.02 -0.2023
C -2.5420 4.3828 0.2743 -0.19 -0.01 -0.07 -0.1029
H -2.5488 -5.1417 -0.1673 0.00 0.00 0.00 0.2064
```
Forces are in eV/Å.